Entry 1:
{
  "formula": "C4H13N2S2",
  "method": "wB97M-V/def2-TZVPD",
  "e_homo_ev": -2.755,
  "spin_multiplicity": 1,
  "total_energy_ev": -29010.103,
  "total_charge": -1,
  "de_lowest_kcal_mol": 11.5,
  "gap_ev": 5.99,
  "symbols": ["C", "C", "S", "N", "H", "H", "H", "H", "H", "H", "C", "C", "S", "N", "H", "H", "H", "H", "H", "H", "H"],
  "positions_angstrom": [[0.29, 1.71, -1.93], [0.19, 2.70, -0.72], [-0.53, 1.97, 0.77], [-0.99, 0.99, -2.07], [1.12, 0.98, -1.68], [0.63, 2.29, -2.79], [-0.50, 3.52, -1.03], [1.19, 3.17, -0.49], [-1.63, 1.52, -2.62], [-1.41, 1.06, -1.11], [0.24, -2.34, -0.40], [0.23, -1.29, 0.72], [0.49, -2.04, 2.38], [0.29, -1.65, -1.66], [1.13, -2.98, -0.36], [-0.63, -3.02, -0.26], [0.99, -0.55, 0.45], [-0.72, -0.79, 0.70], [-0.06, -0.90, 3.02], [0.17, -2.25, -2.46], [-0.42, -0.86, -1.74]]
}

Entry 2:
{
  "formula": "C18H36O36S9",
  "method": "wB97M-V/def2-TZVPD",
  "e_homo_ev": -10.253,
  "spin_multiplicity": 1,
  "smiles": "O=S1(=O)OCCO1.O=S1(=O)OCCO1.O=S1(=O)OCCO1.O=S1(=O)OCCO1.O=S1(=O)OCCO1.O=S1(=O)OCCO1.O=S1(=O)OCCO1.O=S1(=O)OCCO1.O=S1(=O)OCCO1",
  "total_energy_ev": -190466.523,
  "de_lowest_kcal_mol": 52.9,
  "gap_ev": 9.91,
  "symbols": ["O", "S", "O", "O", "C", "C", "O", "H", "H", "H", "H", "O", "S", "O", "O", "C", "C", "O", "H", "H", "H", "H", "O", "S", "O", "O", "C", "C", "O", "H", "H", "H", "H", "O", "S", "O", "O", "C", "C", "O", "H", "H", "H", "H", "O", "S", "O", "O", "C", "C", "O", "H", "H", "H", "H", "O", "S", "O", "O", "C", "C", "O", "H", "H", "H", "H", "O", "S", "O", "O", "C", "C", "O", "H", "H", "H", "H", "O", "S", "O", "O", "C", "C", "O", "H", "H", "H", "H", "O", "S", "O", "O", "C", "C", "O", "H", "H", "H", "H"],
  "positions_angstrom": [[19.58, -9.11, 8.67], [19.78, -8.75, 7.30], [18.77, -9.15, 6.35], [20.11, -7.17, 7.18], [21.49, -6.86, 7.05], [22.02, -8.08, 6.31], [21.26, -9.20, 6.74], [21.54, -5.92, 6.50], [21.92, -6.67, 8.04], [23.09, -8.25, 6.39], [21.79, -8.00, 5.24], [25.00, -9.77, 1.90], [25.07, -9.07, 3.13], [23.90, -8.48, 3.70], [25.85, -10.01, 4.23], [26.84, -9.31, 4.94], [27.41, -8.34, 3.92], [26.29, -8.00, 3.08], [26.35, -8.83, 5.80], [27.52, -10.06, 5.32], [28.02, -8.94, 3.24], [27.91, -7.44, 4.27], [28.09, -11.79, 8.55], [27.56, -12.75, 7.62], [26.31, -13.36, 7.89], [27.74, -12.29, 6.10], [29.11, -12.31, 5.73], [29.74, -13.47, 6.55], [28.74, -13.90, 7.47], [29.31, -12.43, 4.67], [29.51, -11.33, 5.99], [30.63, -13.10, 7.04], [30.05, -14.35, 5.98], [24.45, -14.15, 12.70], [25.13, -12.89, 12.92], [24.41, -11.67, 13.17], [26.35, -13.15, 13.95], [27.47, -13.74, 13.32], [27.40, -13.33, 11.82], [26.17, -12.59, 11.69], [28.34, -13.42, 13.90], [27.43, -14.81, 13.54], [27.35, -14.14, 11.10], [28.24, -12.72, 11.51], [27.70, -10.59, 14.50], [27.31, -9.50, 15.33], [28.37, -8.66, 15.77], [26.06, -8.63, 14.70], [24.79, -8.83, 15.30], [24.99, -10.11, 16.11], [26.33, -10.00, 16.55], [24.57, -8.00, 15.97], [23.96, -8.86, 14.60], [24.90, -10.91, 15.38], [24.33, -10.13, 16.97], [30.37, -10.28, 10.46], [31.20, -11.09, 9.61], [31.02, -11.00, 8.20], [32.74, -10.88, 9.97], [33.44, -12.11, 10.05], [32.41, -12.99, 10.70], [31.16, -12.62, 10.15], [33.67, -12.35, 9.01], [34.44, -12.12, 10.47], [32.45, -12.79, 11.78], [32.52, -14.07, 10.74], [24.47, -7.80, 8.97], [25.69, -8.50, 9.23], [26.08, -9.63, 8.42], [27.01, -7.55, 9.51], [27.89, -8.36, 10.32], [26.99, -9.10, 11.28], [25.69, -9.12, 10.71], [28.32, -9.07, 9.61], [28.65, -7.76, 10.81], [26.97, -8.70, 12.29], [27.32, -10.12, 11.49], [23.42, -13.25, 6.26], [22.31, -13.46, 7.17], [21.12, -14.01, 6.58], [22.83, -14.12, 8.60], [23.15, -13.10, 9.54], [23.02, -11.76, 8.85], [22.06, -11.95, 7.84], [22.54, -13.18, 10.45], [24.16, -13.24, 9.92], [23.92, -11.53, 8.27], [22.70, -11.03, 9.58], [28.30, -4.08, 13.30], [28.39, -5.49, 13.64], [27.26, -6.33, 13.40], [29.66, -6.12, 12.91], [30.85, -6.16, 13.70], [30.44, -5.53, 15.03], [29.04, -5.74, 15.09], [31.16, -7.20, 13.71], [31.61, -5.55, 13.23], [30.72, -4.49, 15.15], [30.92, -6.06, 15.86]]
}

Entry 3:
{
  "formula": "C5H11N",
  "method": "wB97M-V/def2-TZVPD",
  "e_homo_ev": -8.126,
  "spin_multiplicity": 1,
  "smiles": "C=C(N)CCC",
  "total_energy_ev": -6851.787,
  "de_lowest_kcal_mol": 40.2,
  "gap_ev": 9.19,
  "symbols": ["C", "C", "N", "C", "C", "C", "H", "H", "H", "H", "H", "H", "H", "H", "H", "H", "H"],
  "positions_angstrom": [[-1.82, -1.23, 0.82], [-0.97, -0.38, 0.19], [-1.26, -0.31, -1.23], [-0.16, 0.63, 0.92], [1.33, 0.63, 0.55], [1.70, 0.40, -0.93], [-1.59, -1.56, 1.82], [-2.83, -1.42, 0.47], [-0.53, -0.71, -1.81], [-2.10, -0.83, -1.43], [-0.15, 0.37, 2.04], [-0.59, 1.58, 0.74], [1.90, -0.01, 1.20], [1.73, 1.63, 0.75], [0.85, 0.84, -1.50], [1.94, -0.63, -1.23], [2.53, 1.00, -1.37]]
}

Entry 4:
{
  "formula": "C24H18IO2PtSe",
  "method": "wB97M-V/def2-TZVPD",
  "e_homo_ev": -2.925,
  "spin_multiplicity": 1,
  "total_energy_ev": -105968.842,
  "total_charge": -1,
  "de_lowest_kcal_mol": 45.8,
  "gap_ev": 4.00,
  "symbols": ["Pt", "C", "C", "O", "C", "C", "C", "C", "C", "C", "O", "H", "H", "H", "H", "H", "H", "H", "I", "C", "C", "C", "C", "C", "C", "C", "C", "C", "C", "H", "H", "H", "H", "H", "H", "Se", "C", "C", "C", "C", "C", "C", "H", "H", "H", "H", "H"],
  "positions_angstrom": [[-0.55, -0.29, -0.01], [1.05, 4.18, 0.00], [0.05, 3.04, -0.01], [0.49, 1.89, -0.01], [-1.36, 3.40, 0.00], [-1.76, 4.75, 0.00], [-3.08, 5.13, 0.00], [-4.08, 4.14, 0.00], [-3.73, 2.82, 0.00], [-2.37, 2.39, 0.00], [-2.15, 1.14, -0.01], [2.06, 3.77, -0.01], [0.91, 4.79, 0.88], [0.91, 4.80, -0.89], [-1.02, 5.53, 0.00], [-3.36, 6.17, 0.00], [-5.12, 4.43, 0.01], [-4.47, 2.03, 0.00], [-2.78, -1.90, -0.01], [-1.38, -3.54, 0.00], [-1.93, -4.80, 0.00], [-1.08, -5.91, 0.00], [0.28, -5.73, 0.00], [0.84, -4.43, 0.00], [2.24, -4.26, 0.00], [2.78, -3.00, -0.01], [1.95, -1.87, -0.01], [0.57, -1.97, -0.01], [0.00, -3.28, 0.00], [-3.00, -4.92, 0.00], [-1.51, -6.91, 0.01], [0.94, -6.58, 0.00], [2.87, -5.14, 0.00], [3.85, -2.86, -0.01], [2.41, -0.89, -0.01], [3.55, 1.55, -0.01], [5.21, 0.64, 0.00], [5.81, 0.23, -1.19], [7.02, -0.43, -1.18], [7.66, -0.70, 0.02], [7.08, -0.29, 1.21], [5.86, 0.37, 1.20], [5.31, 0.45, -2.13], [7.48, -0.73, -2.12], [8.61, -1.23, 0.03], [7.58, -0.48, 2.15], [5.41, 0.70, 2.13]]
}